(1)
The following is a DFT calculation (ωB97M-V/def2-TZVPD) of a single C3H5N3O molecule.

XYZ file:
```
12
Properties=species:S:1:pos:R:3:forces:R:3
O 1.498900 2.332572 -0.541068 0.0 0.1 -0.3
C 0.312009 1.724898 -0.127597 -0.2 -0.1 0.1
C 0.274772 0.237251 -0.362232 0.1 -0.3 0.2
N 1.089065 -0.586237 -0.797128 0.2 0.4 -0.1
N -0.115525 -2.648104 0.013133 -0.2 0.1 0.1
C -1.003848 -1.740723 0.176875 0.1 -0.3 0.2
N -0.928437 -0.453685 -0.214281 -0.4 0.1 -0.2
H 1.550856 2.282449 -1.503988 0.1 0.0 0.1
H -0.593298 2.138117 -0.596734 0.2 0.0 0.1
H 0.224790 1.876034 0.953129 0.0 0.0 -0.1
H -0.370649 -3.508651 0.501747 -0.1 0.1 -0.1
H -1.980437 -1.927288 0.643171 0.1 0.0 0.0
```
Positions in Å, forces in eV/Å.

HOMO-LUMO gap (alpha / beta) = 7.441 / 8.512 eV
LUMO level (alpha / beta) = -1.9 / -1.1 eV
energy = -356.66502 Eh
energy above the lowest of the compared OMol25 structures with the same formula, charge and spin = 5.2342 eV

(2)
The following is a DFT calculation (ωB97M-V/def2-TZVPD) of a single C5H11FN2 molecule.

XYZ file:
```
19
Properties=species:S:1:pos:R:3:forces:R:3
C 1.860529 -0.155354 -0.508088 -0.5 -1.3 -0.4
C 1.078086 1.099810 -0.302525 -2.1 0.1 0.6
C -0.212115 1.356794 0.029835 1.4 0.6 -0.5
C -1.256316 0.436494 0.560648 -0.9 -0.7 1.0
C -0.928366 -1.032246 0.630044 -1.3 -0.1 0.6
H 3.535132 0.481289 0.320239 -0.6 -1.5 1.1
H 2.607138 -0.555741 1.349870 0.2 0.4 0.3
H 1.292408 -1.110412 -0.598800 0.1 1.0 -0.1
H 2.357222 0.016935 -1.457681 -0.1 -0.3 -0.5
H 1.669712 1.962208 -0.505482 0.4 0.7 -0.3
H -0.541509 2.421917 -0.055466 0.3 -0.9 0.3
H -1.325437 0.662582 1.688877 -0.7 0.3 -1.6
H -2.462315 0.254180 -1.136385 0.4 0.0 -1.1
H -3.063320 1.382016 -0.022994 1.0 -2.0 -0.6
H -1.797779 -1.555776 1.144245 1.2 0.6 -0.5
H 0.022641 -1.234449 1.108685 0.2 -0.2 0.1
N 2.949579 -0.395201 0.416336 1.3 1.5 -0.6
N -2.570842 0.437762 -0.173454 -0.7 2.9 3.0
F -0.910663 -1.472851 -0.666085 0.3 -1.0 -0.9
```
Positions in Å, forces in eV/Å.

HOMO-LUMO gap = 9.898 eV
LUMO level = 0.9 eV
energy = -406.42816 Eh
structure (SMILES) = NC/C=C\[C@@H](N)CF
energy above the lowest of the compared OMol25 structures with the same formula, charge and spin = 1.5007 eV

(3)
The following is a DFT calculation (ωB97M-V/def2-TZVPD) of a single C21H21N3O2 molecule.

XYZ file:
```
47
Properties=species:S:1:pos:R:3:forces:R:3
O 2.913276 -3.760332 1.634267 -1.4 0.9 -0.5
O -4.899714 -2.463697 -0.102456 0.8 2.1 3.1
C 3.327883 -2.728985 1.085837 0.6 -2.0 0.5
C -3.998142 -1.563321 -0.000676 -5.0 -3.8 -3.6
C -0.983368 -2.699549 0.135218 1.7 0.6 0.5
C -1.007179 -1.451750 -0.422437 0.0 -0.5 -0.5
C 3.560542 4.484681 -1.344733 0.0 0.6 -0.7
C 3.266836 3.631046 -2.393319 0.6 1.0 -1.9
C 3.450876 4.068003 -0.056336 0.3 0.3 -1.1
C 3.022258 2.284471 -2.238002 -1.1 0.0 1.8
C 3.006463 2.808317 0.150954 -1.1 -3.3 1.8
C 3.050715 -0.532497 -0.176091 -0.7 -1.0 1.4
C 0.903153 0.149141 -0.821566 0.0 0.8 0.2
C 2.481329 -1.753286 0.318474 2.3 0.7 -0.2
C 0.346998 -1.087035 -0.492589 0.5 3.2 -0.5
C 2.727662 1.881316 -0.873251 1.3 0.6 -2.2
C 2.237615 0.500044 -0.639297 -0.5 -1.0 0.1
C 1.128717 -2.011466 0.128218 2.0 -0.4 0.5
N 4.680753 -2.599619 1.173481 0.6 1.4 -0.4
N 0.364307 -3.020658 0.535092 -3.8 0.9 -1.4
N -3.225333 -1.664543 -1.116403 1.0 4.2 2.9
C -5.329734 0.583276 0.571355 -0.9 -0.4 0.4
C -3.760938 -0.316142 2.312721 -0.4 -0.6 0.5
C -2.184783 -0.664444 -0.958373 1.3 -0.7 -2.4
C -2.667860 0.454090 0.019048 -2.4 -0.4 -0.6
C -3.961452 -0.193685 0.769012 1.1 -0.2 0.3
H -1.803445 -3.339565 0.290134 -0.6 -0.9 0.4
H 3.909263 5.505522 -1.464790 -0.2 -0.1 -0.6
H 3.256912 4.075602 -3.406741 0.4 -0.5 0.5
H 3.732711 4.820852 0.613700 0.1 0.3 1.8
H 2.988452 1.638540 -3.132941 -0.3 0.2 0.9
H 2.872244 2.388623 1.178487 0.0 0.6 -0.8
H 4.091247 -0.290762 -0.011651 0.1 -0.2 0.0
H 0.234978 0.945163 -1.063242 -0.5 0.4 -0.5
H 5.170797 -3.243082 1.809367 -0.6 0.7 -0.7
H 5.134586 -1.759495 0.819373 0.0 -0.7 0.4
H 0.634174 -3.821932 1.001336 0.9 -1.7 1.0
H -3.316486 -2.353681 -1.827004 -0.1 -0.4 0.0
H -5.278330 1.524328 0.004789 0.4 -0.5 -0.3
H -5.769649 0.963923 1.551674 0.7 -0.9 -1.0
H -6.096285 -0.103350 0.098040 0.9 0.8 0.5
H -4.651789 -0.791206 2.818871 0.8 0.4 -0.8
H -3.679120 0.696996 2.772849 0.2 -0.7 -0.5
H -2.893671 -0.941221 2.612782 -0.3 0.5 -0.4
H -2.010276 -0.289197 -2.025890 0.4 0.0 1.6
H -1.849246 0.704678 0.692887 -0.3 0.3 0.0
H -3.127945 1.335889 -0.530176 1.2 -0.9 0.5
```
Positions in Å, forces in eV/Å.

HOMO-LUMO gap = 8.520 eV
LUMO level = 0.2 eV
energy = -1127.55153 Eh
structure (SMILES) = CC1(C)C[C@@H](c2c[nH]c3c(C(N)=O)cc(-c4ccccc4)cc23)NC1=O
energy above the lowest of the compared OMol25 structures with the same formula, charge and spin = 2.3561 eV